C46H67Br2N6O9P2SSiSr as an isolated structure in a non-equilibrium geometry, computed with the ωB97M-V functional and the def2-TZVPD basis.

ORCA input file:
```
! wB97M-V def2-TZVPD RIJCOSX def2/J DEFGRID3
* xyz -1 1
Sr -1.03 -0.10 0.69
Br -1.18 -3.36 4.89
C -0.21 -3.62 3.26
C 0.70 -4.68 3.23
C 1.51 -4.79 2.14
Br 2.72 -6.28 2.07
C 1.54 -3.82 1.13
C 2.49 -3.79 0.05
C 2.63 -2.67 -0.68
C 1.78 -1.51 -0.46
N 0.78 -1.60 0.47
C 0.64 -2.73 1.21
C -0.38 -2.69 2.23
O -1.30 -1.77 2.23
H 0.76 -5.37 4.06
H 3.11 -4.65 -0.13
H 3.34 -2.63 -1.49
H 2.23 -0.53 -0.50
O -2.60 2.70 -6.17
C -3.42 2.32 -5.32
O -4.66 2.33 -5.29
C -2.78 1.77 -3.99
C -1.46 2.02 -3.67
C -0.96 1.64 -2.43
N -1.70 1.03 -1.52
C -2.98 0.76 -1.84
C -3.56 1.13 -3.04
C -3.72 0.10 -0.75
O -4.82 -0.53 -1.07
O -3.31 0.16 0.41
H -0.83 2.52 -4.39
H 0.08 1.82 -2.16
H -4.61 0.96 -3.24
C 3.26 1.49 4.55
N 2.38 1.83 3.44
C 2.60 3.11 2.79
C 1.39 1.02 3.03
C 1.21 -0.28 3.76
O 0.66 1.34 2.08
H 4.05 2.24 4.60
H 3.71 0.51 4.41
H 2.72 1.49 5.50
H 3.65 3.21 2.50
H 2.34 3.94 3.46
H 1.99 3.16 1.90
H 1.26 -0.15 4.85
H 1.98 -0.98 3.46
H 0.24 -0.69 3.49
C -6.57 -2.87 1.06
N -5.44 -1.95 1.01
C -5.53 -1.02 2.15
N -5.63 -1.69 3.44
C -6.76 -2.60 3.41
N -6.69 -3.58 2.33
C -5.58 -4.51 2.54
P -3.87 -3.72 2.57
C -4.17 -2.69 1.04
C -4.38 -2.37 3.77
H -6.46 -3.60 0.26
H -7.49 -2.30 0.90
H -5.17 -1.07 -0.29
H -6.42 -0.40 2.01
H -4.64 -0.39 2.15
H -7.68 -2.01 3.28
H -6.81 -3.13 4.36
H -5.61 -5.27 1.76
H -5.74 -5.01 3.50
H -4.14 -3.35 0.17
H -3.36 -1.97 0.96
H -3.57 -1.64 3.82
H -4.49 -2.83 4.76
C -4.09 2.28 2.67
P -2.28 1.86 2.66
C -1.71 3.36 1.77
C -1.92 2.29 4.41
C -2.63 1.62 5.41
C -2.43 1.92 6.75
C -1.49 2.88 7.11
C -0.74 3.51 6.13
C -0.95 3.22 4.79
H -4.65 1.56 3.27
H -4.45 2.23 1.65
H -4.24 3.28 3.07
H -2.05 4.28 2.26
H -2.13 3.32 0.76
H -0.63 3.36 1.69
H -3.34 0.85 5.13
H -3.00 1.40 7.51
H -1.34 3.13 8.15
H 0.00 4.25 6.41
H -0.36 3.71 4.03
C 1.97 3.43 -4.12
C 2.23 2.23 -5.03
C 1.38 2.30 -6.30
C 3.71 2.19 -5.42
O 1.85 1.05 -4.32
Si 2.59 0.03 -3.29
S 1.02 -1.17 -2.55
O 3.32 0.90 -2.11
C 4.56 1.01 -1.41
C 5.54 1.83 -2.24
C 5.20 -0.35 -1.11
C 4.25 1.73 -0.10
O 3.81 -0.81 -4.01
C 3.80 -1.81 -5.03
C 2.54 -1.73 -5.89
C 5.03 -1.57 -5.90
C 3.88 -3.18 -4.36
H 2.31 4.35 -4.58
H 2.51 3.28 -3.18
H 0.91 3.51 -3.90
H 1.51 3.27 -6.78
H 0.33 2.15 -6.08
H 1.69 1.52 -7.00
H 3.99 3.12 -5.91
H 3.89 1.36 -6.11
H 4.33 2.04 -4.54
H 5.80 1.28 -3.15
H 6.45 2.03 -1.67
H 5.09 2.79 -2.53
H 5.24 -0.94 -2.02
H 4.64 -0.89 -0.35
H 6.21 -0.20 -0.74
H 3.82 2.71 -0.32
H 5.16 1.85 0.49
H 3.52 1.16 0.48
H 2.46 -0.76 -6.36
H 1.65 -1.88 -5.26
H 2.56 -2.51 -6.66
H 5.00 -0.56 -6.33
H 5.06 -2.29 -6.72
H 5.94 -1.66 -5.31
H 3.01 -3.31 -3.71
H 4.79 -3.26 -3.76
H 3.88 -3.97 -5.11
*
```

Summary:
energy above the lowest of the compared OMol25 structures with the same formula, charge and spin: 2.059 eV
strongest force on any atom: 0.035 hartree/bohr
frontier orbital gap: 6.08 eV
energy: -9348.317658 Ha
HOMO energy: -4.30 eV

C46H69BaBrClGeN6O3P3 as an isolated structure, computed with the ωB97M-V functional and the def2-TZVPD basis.

ORCA input file:
```
! wB97M-V def2-TZVPD RIJCOSX def2/J DEFGRID3
* xyz 1 2
Ba 0.18 0.27 -0.25
C -2.35 -4.55 3.47
C -1.25 -3.49 3.42
C 0.11 -4.17 3.57
P -1.28 -2.33 1.95
C -1.25 -3.52 0.53
N 0.10 -3.98 0.28
Ge 1.59 -2.80 -0.05
N 2.33 -2.86 -1.83
C 1.96 -2.02 -2.95
P 2.34 -0.20 -2.76
C 4.18 -0.05 -2.94
C 4.67 1.27 -2.34
C 4.75 -0.23 -4.35
C 1.47 0.55 -4.21
C 1.61 -0.15 -5.56
C 1.79 2.04 -4.31
C 3.52 -3.57 -1.87
C 4.52 -3.47 -2.84
C 5.69 -4.22 -2.73
C 5.89 -5.08 -1.67
C 4.89 -5.21 -0.71
C 3.73 -4.49 -0.84
N 2.61 -4.67 0.06
C 1.64 -5.64 -0.38
C 1.98 -6.86 -0.93
C 0.99 -7.74 -1.33
C -0.34 -7.36 -1.19
C -0.69 -6.12 -0.67
C 0.30 -5.24 -0.25
C 3.00 -4.73 1.45
C 3.16 -5.92 2.14
C 3.63 -5.89 3.44
C 3.96 -4.68 4.01
C 3.76 -3.48 3.33
C 3.24 -3.49 2.05
N 2.93 -2.38 1.24
C 3.39 -1.05 1.59
P 2.22 0.15 2.45
C 1.91 -0.62 4.10
C 0.60 -0.11 4.71
C 3.05 -0.50 5.11
C 3.33 1.60 2.77
C 3.95 2.10 1.46
C 2.51 2.72 3.41
C -3.02 -1.68 1.85
C -3.44 -1.06 3.18
C -4.11 -2.58 1.27
H -2.23 -5.15 4.38
H -2.28 -5.24 2.63
H -3.35 -4.13 3.49
H -1.39 -2.81 4.26
H 0.27 -4.91 2.79
H 0.15 -4.69 4.53
H 0.94 -3.47 3.53
H -1.69 -3.01 -0.34
H -1.88 -4.37 0.74
H 0.87 -2.05 -3.07
H 2.37 -2.45 -3.86
H 4.54 -0.86 -2.30
H 4.33 2.13 -2.92
H 5.76 1.29 -2.32
H 4.31 1.40 -1.32
H 4.52 0.64 -4.97
H 4.36 -1.11 -4.86
H 5.84 -0.32 -4.30
H 0.42 0.47 -3.90
H 2.62 -0.05 -5.96
H 0.92 0.30 -6.28
H 1.37 -1.21 -5.51
H 2.79 2.20 -4.70
H 1.71 2.53 -3.33
H 1.09 2.53 -4.99
H 4.42 -2.81 -3.68
H 6.44 -4.12 -3.50
H 6.81 -5.64 -1.58
H 5.01 -5.88 0.13
H 3.03 -7.11 -1.04
H 1.24 -8.70 -1.75
H -1.12 -8.04 -1.51
H -1.74 -5.86 -0.62
H 2.92 -6.85 1.65
H 3.76 -6.81 3.99
H 4.36 -4.64 5.02
H 4.01 -2.55 3.82
H 3.68 -0.54 0.67
H 4.33 -1.17 2.15
H 1.75 -1.67 3.85
H 0.69 0.92 5.07
H 0.32 -0.73 5.57
H -0.21 -0.16 3.98
H 3.12 0.52 5.49
H 4.02 -0.75 4.70
H 2.87 -1.15 5.97
H 4.13 1.30 3.45
H 3.17 2.33 0.72
H 4.64 1.37 1.03
H 4.51 3.02 1.64
H 1.73 3.06 2.73
H 3.16 3.57 3.63
H 2.04 2.41 4.35
H -2.90 -0.85 1.14
H -3.66 -1.83 3.93
H -4.35 -0.47 3.05
H -2.67 -0.41 3.59
H -4.31 -3.46 1.89
H -3.87 -2.93 0.27
H -5.04 -2.02 1.20
O -3.94 4.05 3.80
C -3.27 3.24 2.97
C -1.91 2.98 3.08
C -1.33 2.13 2.16
N -2.00 1.53 1.16
C -3.29 1.82 1.08
Br -4.24 1.04 -0.36
C -3.99 2.64 1.93
H -3.35 4.44 4.46
H -1.30 3.43 3.85
H -0.27 1.91 2.22
H -5.04 2.83 1.80
Cl -2.34 4.71 -0.47
C -1.35 4.11 -1.82
C -0.72 2.78 -1.38
O 0.16 2.81 -0.50
O -1.14 1.72 -1.90
H -0.58 4.84 -2.02
H -2.00 3.97 -2.67
N -1.57 -1.11 -2.04
H -1.45 -0.50 -2.85
H -2.42 -0.76 -1.60
H -1.78 -2.04 -2.38
*
```

Summary:
energy above the lowest of the compared OMol25 structures with the same formula, charge and spin: 0.050 eV
strongest force on any atom: 0.017 hartree/bohr
frontier orbital gap (alpha / beta): 7.52 / 6.69 eV
energy: -8509.173568 Ha
HOMO energy (alpha / beta): -9.20 / -9.88 eV

C46H71FO5SSeSiW as an isolated structure in a non-equilibrium geometry, computed with the ωB97M-V functional and the def2-TZVPD basis.

ORCA input file:
```
! wB97M-V def2-TZVPD RIJCOSX def2/J DEFGRID3
* xyz 2 1
W -0.55 0.67 -0.53
C 3.49 1.37 5.88
C 3.87 0.25 4.90
C 3.40 -1.10 5.45
C 5.39 0.22 4.74
C 3.16 0.50 3.56
C 1.77 0.63 3.54
C 1.14 0.85 2.34
Se -0.76 1.00 2.25
C -1.31 -0.83 2.38
C -1.83 -1.32 3.55
C -2.40 -2.61 3.56
C -2.48 -3.29 2.36
C -1.99 -2.81 1.13
C -1.36 -1.60 1.21
O -0.70 -0.98 0.12
C -2.19 -3.68 -0.12
C -1.77 -2.99 -1.41
C -1.38 -4.97 0.04
C -3.69 -4.02 -0.24
C -2.90 -3.20 4.88
C -3.68 -4.50 4.67
C -3.82 -2.19 5.59
C -1.67 -3.49 5.75
C 1.86 0.97 1.15
O 1.09 1.29 0.00
C 3.23 0.81 1.11
C 3.84 0.58 2.35
C 4.05 0.81 -0.19
C 3.66 -0.42 -1.01
C 3.80 2.12 -0.96
C 5.56 0.72 0.08
H 4.03 1.23 6.82
H 2.43 1.37 6.11
H 3.76 2.35 5.48
H 3.90 -1.31 6.40
H 3.64 -1.91 4.76
H 2.32 -1.12 5.64
H 5.84 0.10 5.73
H 5.78 1.15 4.32
H 5.72 -0.61 4.12
H 1.19 0.54 4.45
H -1.82 -0.71 4.44
H -2.95 -4.26 2.35
H -0.70 -2.77 -1.44
H -2.33 -2.06 -1.56
H -2.00 -3.64 -2.25
H -0.31 -4.76 0.10
H -1.55 -5.62 -0.82
H -1.66 -5.53 0.94
H -4.30 -3.11 -0.28
H -4.05 -4.63 0.59
H -3.86 -4.58 -1.16
H -4.55 -4.36 4.02
H -4.04 -4.86 5.63
H -3.06 -5.29 4.24
H -4.64 -1.88 4.95
H -3.27 -1.31 5.92
H -4.25 -2.66 6.48
H -1.01 -4.21 5.27
H -1.99 -3.91 6.71
H -1.11 -2.58 5.96
H 4.91 0.45 2.36
H 2.59 -0.53 -1.15
H 4.01 -1.33 -0.51
H 4.14 -0.39 -1.99
H 2.75 2.32 -1.15
H 4.32 2.08 -1.92
H 4.20 2.97 -0.40
H 5.83 -0.23 0.55
H 5.92 1.54 0.70
H 6.09 0.77 -0.87
C -5.64 3.06 -1.74
C -5.65 3.94 -0.50
C -6.62 3.44 0.54
C -5.90 5.40 -0.86
O -4.33 3.90 0.13
Si -2.84 3.56 -0.31
S -2.73 1.31 -0.68
O -1.78 3.66 0.91
C -1.59 4.80 1.83
C -0.16 4.67 2.33
C -1.78 6.11 1.08
C -2.60 4.65 2.95
O -2.43 4.32 -1.66
C -1.29 4.33 -2.55
C -1.62 3.48 -3.76
C -0.08 3.80 -1.80
C -1.07 5.78 -2.94
H -6.60 3.15 -2.25
H -5.52 2.00 -1.48
H -4.86 3.36 -2.44
H -7.62 3.36 0.11
H -6.67 4.12 1.39
H -6.33 2.45 0.90
H -6.84 5.50 -1.41
H -5.09 5.78 -1.49
H -5.96 6.01 0.04
H 0.52 4.44 1.51
H -0.08 3.88 3.08
H 0.16 5.60 2.80
H -1.05 6.22 0.28
H -1.65 6.94 1.78
H -2.79 6.19 0.67
H -2.53 3.66 3.40
H -3.62 4.79 2.58
H -2.42 5.39 3.73
H -1.88 2.46 -3.46
H -0.78 3.44 -4.45
H -2.48 3.90 -4.28
H -0.30 2.81 -1.39
H 0.19 4.43 -0.95
H 0.78 3.68 -2.46
H -1.97 6.18 -3.41
H -0.25 5.85 -3.66
H -0.82 6.39 -2.07
F 0.63 -0.22 -6.49
C 0.38 -0.05 -5.20
C 1.37 0.48 -4.39
C 1.10 0.66 -3.06
C -0.17 0.32 -2.53
C -1.16 -0.19 -3.40
C -0.89 -0.39 -4.73
H 2.33 0.74 -4.82
H 1.86 1.07 -2.42
H -2.16 -0.42 -3.04
H -1.63 -0.78 -5.41
*
```

Summary:
strongest force on any atom: 0.027 hartree/bohr
frontier orbital gap: 6.03 eV
energy: -5427.374640 Ha
HOMO energy: -13.97 eV